--- one ---
A structure of composition CH2ClIO. Source: the Open Molecules 2025 dataset; level of theory: ωB97M-V/def2-TZVPD.

Structure (ORCA input):
```
! wB97M-V def2-TZVPD RIJCOSX def2/J DEFGRID3
* xyz 0 1
C 0.25 -0.74 0.18
O -0.88 1.19 -0.48
Cl -1.10 -1.46 0.74
I 1.33 0.21 1.67
H 0.86 -0.78 -0.77
H -0.47 1.58 -1.34
*
```

Computed properties:
HOMO energy (spin up / spin down): -9.15 / -9.15 eV
Gap between HOMO and LUMO (spin up / spin down): 7.79 / 7.79 eV



--- two ---
A cluster of 2 separate species, CH2ClIO in total. Source: the Open Molecules 2025 dataset; level of theory: ωB97M-V/def2-TZVPD.

Structure (ORCA input):
```
! wB97M-V def2-TZVPD RIJCOSX def2/J DEFGRID3
* xyz 0 1
C -0.88 -1.50 1.65
O 0.10 -1.03 1.04
Cl 0.59 1.89 -1.24
I -2.44 -1.93 0.35
H 0.08 0.91 -0.41
H 0.34 -1.00 0.06
*
```

Computed properties:
HOMO energy: -9.11 eV
Gap between HOMO and LUMO: 9.04 eV



Which structure wins on stability? two wins.



--- one ---
The ion C4H9NO2 with charge -2. Source: the Open Molecules 2025 dataset; level of theory: ωB97M-V/def2-TZVPD.

Structure (ORCA input):
```
! wB97M-V def2-TZVPD RIJCOSX def2/J DEFGRID3
* xyz -2 1
O -1.69 -1.24 -3.01
C -0.68 -1.29 -2.00
C -0.70 0.08 -1.17
C 0.11 -0.13 0.19
N 0.39 1.12 0.92
C 0.88 0.95 2.26
O 2.18 1.09 2.67
H -0.86 -2.03 -1.24
H 0.46 -1.72 -2.23
H -0.25 0.85 -1.96
H -1.72 0.37 -0.84
H -0.62 -0.73 0.72
H 0.97 -0.89 0.13
H 0.94 1.64 0.26
H 0.23 1.87 2.65
H 0.37 0.06 2.65
*
```

Computed properties:
SMILES string: [O-]CCCNC[O-]
HOMO energy: 0.51 eV
Gap between HOMO and LUMO: 6.70 eV



--- two ---
A structure of composition C4H9NO2. Source: the Open Molecules 2025 dataset; level of theory: ωB97M-V/def2-TZVPD.

Structure (ORCA input):
```
! wB97M-V def2-TZVPD RIJCOSX def2/J DEFGRID3
* xyz -2 1
C 1.71 0.42 -0.44
O 1.71 1.56 -1.10
C 0.35 -0.42 -0.57
C -0.94 0.35 -0.29
C -1.25 0.60 1.21
O -2.40 1.30 1.46
N 0.34 -2.00 -0.51
H 2.45 -0.30 -0.87
H 1.94 0.53 0.65
H 0.36 -0.41 -1.65
H -0.80 1.32 -0.77
H -1.83 -0.12 -0.75
H -0.36 1.15 1.61
H -1.23 -0.43 1.68
H 0.48 -1.28 0.38
H -0.54 -2.27 -0.05
*
```

Computed properties:
HOMO energy: 0.96 eV
Gap between HOMO and LUMO: 6.50 eV



Which structure wins on stability? one wins.



--- one ---
A structure of composition C22H22F6N15O8S3Se2Sr. Source: the Open Molecules 2025 dataset; level of theory: ωB97M-V/def2-TZVPD.

Structure (ORCA input):
```
! wB97M-V def2-TZVPD RIJCOSX def2/J DEFGRID3
* xyz -1 1
Sr 0.08 -0.80 -1.11
F -4.08 -2.38 -4.46
C -3.69 -1.12 -4.25
F -4.76 -0.33 -4.28
F -2.86 -0.74 -5.20
S -2.93 -0.97 -2.55
O -1.98 0.11 -2.67
O -4.04 -0.82 -1.67
N -2.17 -2.31 -2.18
S -1.14 -3.10 -3.07
O 0.10 -3.22 -2.33
O -1.09 -2.73 -4.45
C -1.83 -4.84 -3.04
F -3.16 -4.83 -2.91
F -1.52 -5.44 -4.18
F -1.31 -5.53 -2.03
Se 2.48 -4.57 0.58
Se 1.42 -2.75 1.51
C -0.43 -3.18 1.15
C -0.95 -4.45 0.94
C -2.32 -4.56 0.74
C -3.11 -3.43 0.77
C -2.50 -2.21 0.97
N -1.18 -2.08 1.16
C 2.85 -3.91 -1.20
C 3.22 -4.86 -2.15
C 3.54 -4.41 -3.42
C 3.49 -3.05 -3.68
C 3.11 -2.19 -2.67
N 2.78 -2.61 -1.44
H -0.30 -5.31 0.92
H -2.76 -5.54 0.56
H -4.18 -3.48 0.59
H -3.07 -1.28 0.96
H 3.23 -5.91 -1.89
H 3.82 -5.12 -4.19
H 3.72 -2.66 -4.66
H 3.04 -1.13 -2.84
N 2.09 2.52 -0.99
C 1.92 1.94 -2.23
N 2.08 2.60 -3.36
N 1.80 1.69 -4.32
N 1.49 0.56 -3.79
N 1.56 0.67 -2.43
C 1.95 1.91 0.24
N 2.15 2.56 1.38
N 1.87 1.65 2.33
N 1.53 0.53 1.80
N 1.57 0.65 0.45
H 2.40 3.48 -0.98
C 2.90 3.73 5.90
C 2.32 3.85 4.50
S 0.59 4.23 4.60
O 0.42 5.52 5.22
O -0.10 3.09 5.18
C 0.11 4.34 2.87
C -1.33 3.90 2.65
N -1.44 3.08 1.45
C -1.42 1.73 1.44
N -1.38 1.24 0.20
C -1.39 2.32 -0.63
C -1.42 3.46 0.12
N -1.43 4.81 -0.34
O -1.46 5.70 0.49
O -1.58 4.98 -1.53
C -1.42 0.91 2.68
H 3.97 3.51 5.82
H 2.42 2.93 6.45
H 2.78 4.66 6.45
H 2.39 2.92 3.93
H 2.77 4.65 3.92
H 0.80 3.68 2.34
H 0.28 5.37 2.56
H -2.00 4.75 2.57
H -1.66 3.27 3.48
H -1.36 2.25 -1.70
H -2.40 0.96 3.17
H -0.66 1.25 3.39
H -1.20 -0.11 2.41
*
```

Computed properties:
HOMO energy: -5.44 eV
Gap between HOMO and LUMO: 7.18 eV



--- two ---
A structure of composition C22H22F6N15O8S3Se2Sr. Source: the Open Molecules 2025 dataset; level of theory: ωB97M-V/def2-TZVPD.

Structure (ORCA input):
```
! wB97M-V def2-TZVPD RIJCOSX def2/J DEFGRID3
* xyz -1 1
Sr -0.37 -0.27 0.53
F 0.27 -0.02 4.22
C 1.51 0.29 3.92
F 2.30 -0.76 4.10
F 1.92 1.28 4.71
S 1.69 0.84 2.16
O 1.80 -0.38 1.38
O 2.77 1.77 2.13
N 0.22 1.54 1.97
S 0.07 2.41 0.63
O -1.30 2.39 0.21
O 1.05 1.99 -0.34
C 0.42 4.16 1.11
F -0.44 4.53 2.05
F 0.25 4.93 0.03
F 1.65 4.31 1.55
Se -3.33 -0.26 -1.64
Se -4.09 1.86 -2.23
C -2.35 2.67 -2.49
C -2.24 4.05 -2.47
C -0.99 4.60 -2.67
C 0.10 3.76 -2.85
C -0.13 2.39 -2.86
N -1.33 1.86 -2.69
C -4.07 -0.39 0.14
C -5.44 -0.57 0.34
C -5.88 -0.83 1.62
C -4.96 -0.92 2.65
C -3.62 -0.72 2.35
N -3.18 -0.45 1.12
H -3.11 4.68 -2.29
H -0.85 5.68 -2.64
H 1.11 4.15 -2.96
H 0.69 1.68 -2.98
H -6.11 -0.53 -0.50
H -6.94 -0.99 1.81
H -5.25 -1.16 3.66
H -2.86 -0.81 3.12
N -2.28 -3.74 0.09
C -1.90 -3.42 1.37
N -2.36 -4.06 2.44
N -1.80 -3.43 3.48
N -1.05 -2.47 3.07
N -1.08 -2.42 1.71
C -1.79 -3.18 -1.06
N -2.15 -3.60 -2.27
N -1.46 -2.80 -3.11
N -0.74 -1.96 -2.45
N -0.91 -2.17 -1.12
H -2.88 -4.54 -0.01
C 1.70 4.64 -8.34
C 1.94 4.12 -6.93
S 2.94 2.64 -7.00
O 4.21 2.97 -7.59
O 2.14 1.59 -7.58
C 3.18 2.24 -5.27
C 3.81 0.85 -5.14
N 3.53 0.30 -3.82
C 2.48 -0.51 -3.53
N 2.47 -0.85 -2.25
C 3.54 -0.26 -1.68
C 4.21 0.47 -2.63
N 5.34 1.31 -2.45
O 5.67 2.04 -3.38
O 5.91 1.26 -1.39
C 1.48 -0.97 -4.52
H 1.08 5.54 -8.30
H 1.18 3.89 -8.94
H 2.64 4.89 -8.83
H 1.01 3.85 -6.43
H 2.49 4.84 -6.32
H 2.19 2.25 -4.81
H 3.81 3.01 -4.83
H 4.88 0.90 -5.30
H 3.37 0.18 -5.87
H 3.76 -0.34 -0.63
H 1.84 -1.87 -5.05
H 1.25 -0.21 -5.27
H 0.57 -1.25 -3.98
*
```

Computed properties:
HOMO energy: -4.96 eV
Gap between HOMO and LUMO: 6.43 eV



Which structure wins on stability? one wins.